{
  "formula": "C11H16N3O",
  "method": "wB97M-V/def2-TZVPD",
  "symbols": ["C", "C", "C", "C", "C", "C", "C", "C", "C", "C", "C", "N", "N", "N", "O", "H", "H", "H", "H", "H", "H", "H", "H", "H", "H", "H", "H", "H", "H", "H", "H"],
  "positions_angstrom": [[3.079, -2.258, -0.566], [3.169, -1.359, 0.530], [1.772, -2.640, -1.018], [1.980, -0.746, 0.882], [0.519, -2.129, -0.497], [-0.069, 1.402, -0.967], [-1.722, -1.197, 0.889], [-1.957, -1.920, -0.437], [-0.382, -0.482, 1.008], [-0.026, 2.699, -1.704], [-1.001, 2.462, 1.082], [0.746, -1.128, 0.515], [-0.682, -2.473, -0.884], [-0.343, 1.449, 0.302], [0.037, 0.358, -1.534], [3.861, -2.840, -0.899], [4.069, -1.155, 0.938], [1.709, -3.119, -1.987], [2.031, -0.092, 1.738], [-2.506, -0.487, 1.082], [-1.725, -1.953, 1.633], [-2.665, -2.645, -0.320], [-2.384, -1.211, -1.165], [-0.314, -0.234, 2.107], [0.567, 3.383, -1.066], [0.546, 2.631, -2.654], [-1.020, 3.222, -1.684], [-0.402, 3.382, 0.973], [-2.033, 2.777, 0.873], [-0.882, 2.074, 2.006], [-0.676, -3.047, -1.811]],
  "nbo_charge": [-0.05, -0.26, -0.30, 0.11, 0.52, 0.64, -0.47, -0.20, 0.22, -0.71, -0.42, -0.39, -0.53, -0.42, -0.68, 0.24, 0.24, 0.24, 0.23, 0.26, 0.24, 0.22, 0.23, 0.23, 0.22, 0.26, 0.25, 0.22, 0.20, 0.20, 0.44],
  "de_lowest_ev": 2.695,
  "energy_ha": -667.929225,
  "total_charge": 1,
  "e_homo_ha": -0.453
}

---

{
  "formula": "C11H16NS",
  "method": "wB97M-V/def2-TZVPD",
  "symbols": ["C", "C", "C", "C", "C", "C", "C", "C", "C", "C", "C", "N", "S", "H", "H", "H", "H", "H", "H", "H", "H", "H", "H", "H", "H", "H", "H", "H", "H"],
  "positions_angstrom": [[-1.101, -3.020, -0.868], [-0.792, -2.642, -2.160], [-0.668, -2.266, 0.212], [-0.072, -1.471, -2.382], [0.078, -1.103, 0.025], [0.326, -0.715, -1.308], [0.514, -0.250, 1.113], [0.080, 1.800, -0.475], [-0.148, -0.158, 2.437], [0.645, 3.035, 0.122], [-1.384, 1.700, -0.659], [1.964, 0.017, 1.106], [1.142, 0.885, -1.536], [-1.681, -3.912, -0.692], [-1.122, -3.231, -3.000], [-0.884, -2.593, 1.217], [0.146, -1.143, -3.386], [0.171, -0.953, 3.118], [-1.225, -0.230, 2.318], [0.078, 0.796, 2.916], [0.250, 3.915, -0.391], [1.730, 3.067, 0.061], [0.337, 3.126, 1.165], [-1.901, 2.030, 0.240], [-1.695, 0.686, -0.902], [-1.704, 2.351, -1.478], [2.535, -0.834, 1.185], [2.218, 0.659, 1.863], [2.164, 0.455, 0.139]],
  "nbo_charge": [-0.18, -0.18, -0.17, -0.23, -0.19, -0.07, 0.18, 0.00, -0.68, -0.71, -0.71, -0.75, 0.31, 0.24, 0.24, 0.22, 0.24, 0.23, 0.26, 0.23, 0.25, 0.22, 0.24, 0.24, 0.24, 0.25, 0.43, 0.43, 0.42],
  "de_lowest_ev": 0.979,
  "energy_ha": -881.380061,
  "total_charge": 1,
  "e_homo_ha": [-0.424, -0.406]
}

---

{
  "formula": "C11H16O3Si",
  "method": "wB97M-V/def2-TZVPD",
  "symbols": ["C", "O", "Si", "O", "C", "C", "C", "C", "C", "C", "C", "C", "C", "C", "O", "H", "H", "H", "H", "H", "H", "H", "H", "H", "H", "H", "H", "H", "H", "H", "H"],
  "positions_angstrom": [[-1.732, -2.731, -0.751], [-0.866, -1.933, -1.634], [0.278, -0.989, -1.053], [1.640, -1.212, -1.985], [1.507, -1.000, -3.321], [0.576, -1.555, 0.704], [1.565, -0.701, 1.530], [1.627, 0.793, 1.131], [0.281, 1.393, 1.077], [-0.130, 2.265, 2.067], [-1.319, 3.020, 1.988], [-2.141, 2.836, 0.918], [-1.704, 2.090, -0.114], [-0.504, 1.344, -0.038], [-0.007, 0.677, -1.192], [-2.389, -3.340, -1.295], [-1.132, -3.347, -0.008], [-2.350, -1.954, -0.189], [2.298, -1.472, -3.973], [0.611, -1.567, -3.687], [1.356, 0.031, -3.483], [-0.333, -1.616, 1.345], [0.980, -2.586, 0.686], [2.632, -1.077, 1.371], [1.521, -0.867, 2.642], [1.980, 0.767, 0.101], [2.289, 1.441, 1.718], [0.458, 2.274, 3.006], [-1.705, 3.671, 2.747], [-3.103, 3.238, 0.768], [-2.186, 2.104, -1.076]],
  "nbo_charge": [-0.24, -0.93, 2.33, -0.89, -0.25, -0.98, -0.38, -0.43, -0.10, -0.17, -0.22, -0.21, -0.24, 0.30, -0.87, 0.19, 0.18, 0.18, 0.18, 0.16, 0.18, 0.25, 0.26, 0.20, 0.20, 0.22, 0.23, 0.21, 0.21, 0.21, 0.22],
  "de_lowest_ev": 0.608,
  "energy_ha": -944.053293,
  "e_homo_ha": -0.324
}

---

{
  "formula": "C11H16O8OsP",
  "method": "wB97M-V/def2-TZVPD",
  "symbols": ["O", "C", "Os", "C", "O", "C", "O", "C", "O", "C", "O", "H", "C", "C", "O", "P", "O", "C", "C", "O", "C", "C", "H", "H", "H", "H", "H", "H", "H", "H", "H", "H", "H", "H", "H", "H", "H"],
  "positions_angstrom": [[-3.285, -0.174, -2.273], [-2.334, 0.475, -2.253], [-0.751, 1.521, -2.225], [0.960, 2.486, -2.162], [2.016, 2.934, -2.012], [-1.009, 2.206, -4.147], [-0.340, 2.887, -4.897], [-1.732, 2.851, -1.181], [-2.351, 3.632, -0.598], [0.276, -0.016, -2.924], [0.880, -0.906, -3.353], [-1.994, 1.810, -4.551], [3.193, 0.745, 1.837], [2.641, 0.066, 0.607], [1.243, 0.457, 0.212], [-0.459, 0.669, 0.460], [-0.441, 0.953, 2.089], [-0.563, -0.198, 2.969], [0.354, -1.356, 2.708], [-1.715, -0.482, 0.541], [-1.998, -1.935, 0.428], [-1.029, -2.605, -0.484], [3.450, 1.762, 1.519], [4.094, 0.209, 2.150], [2.604, 0.750, 2.759], [3.233, 0.400, -0.250], [2.689, -1.022, 0.654], [-0.356, 0.196, 3.971], [-1.608, -0.520, 2.921], [1.394, -1.048, 2.831], [0.198, -2.128, 3.463], [0.150, -1.865, 1.748], [-1.982, -2.322, 1.465], [-3.033, -2.069, 0.088], [-0.023, -2.272, -0.264], [-1.092, -3.675, -0.319], [-1.279, -2.413, -1.526]],
  "lowdin_spin": [0.04, 0.05, 1.07, 0.04, 0.04, 0.21, 0.64, 0.07, 0.04, 0.07, 0.09, 0.11, 0.01, 0.02, 0.22, 0.25, 0.63, 0.11, 0.06, 0.08, 0.02, 0.01, 0.00, 0.00, 0.00, 0.01, 0.00, 0.00, 0.06, 0.01, 0.00, 0.00, 0.00, 0.00, 0.00, 0.00, 0.00],
  "de_lowest_ev": 0.000,
  "energy_ha": -1461.311915,
  "s_squared": 6.03,
  "total_charge": 3,
  "multiplicity": 5,
  "e_homo_ha": [-0.677, -0.772]
}